# 1
The following is a quantum chemistry calculation of a single C6H12 molecule, from the Open Molecules 2025 dataset.

ORCA input file:
```
! wB97M-V def2-TZVPD RIJCOSX def2/J DEFGRID3
* xyz 0 1
C 2.00 -0.28 0.72
C 0.82 0.09 -0.17
C -0.14 1.13 0.47
C -1.58 0.68 0.12
C -1.41 -0.43 -0.93
C -0.09 -1.09 -0.54
H 1.64 -0.70 1.67
H 2.62 0.59 0.95
H 2.64 -1.03 0.24
H 1.22 0.51 -1.11
H 0.07 2.14 0.10
H -0.01 1.16 1.55
H -2.06 0.27 1.02
H -2.22 1.50 -0.23
H -2.26 -1.12 -0.96
H -1.32 0.02 -1.93
H -0.25 -1.71 0.35
H 0.32 -1.73 -1.32
*
```

Computed properties:
- orbital gap (eV) = 12.18
- structure (SMILES) = CC1CCCC1



# 2
The following is a quantum chemistry calculation of a single C6H12 molecule, from the Open Molecules 2025 dataset.

ORCA input file:
```
! wB97M-V def2-TZVPD RIJCOSX def2/J DEFGRID3
* xyz 0 1
C 1.82 1.01 -0.58
C 1.35 -0.28 0.11
C 0.09 -0.87 -0.48
C -0.91 -1.58 0.39
C -1.28 -0.27 -0.26
C -1.54 0.96 0.58
H 2.58 0.79 -1.34
H 0.99 1.52 -1.08
H 2.27 1.71 0.13
H 1.18 -0.09 1.18
H 2.15 -1.03 0.06
H 0.23 -1.30 -1.48
H -0.72 -1.57 1.46
H -1.38 -2.50 0.04
H -1.95 -0.35 -1.11
H -2.54 0.90 1.04
H -1.51 1.87 -0.04
H -0.81 1.09 1.39
*
```

Computed properties:
- orbital gap (eV) = 11.14
- structure (SMILES) = CC[C@H]1C[C@H]1C



# 3
The following is a quantum chemistry calculation of a single C6H12 molecule in a non-equilibrium geometry, from the Open Molecules 2025 dataset.

ORCA input file:
```
! wB97M-V def2-TZVPD RIJCOSX def2/J DEFGRID3
* xyz 0 1
C 2.03 0.45 -0.36
C 0.95 -0.57 -0.20
C 0.24 -0.80 1.07
C -0.74 -0.09 0.22
C -0.73 1.40 0.17
C -1.88 -0.83 -0.46
H 2.32 1.12 0.45
H 2.54 -0.58 -0.13
H 2.24 0.86 -1.37
H 0.91 -1.26 -1.03
H 0.64 -0.26 1.93
H 0.00 -1.83 1.29
H -1.51 1.81 -0.48
H 0.26 1.67 -0.26
H -0.79 1.92 1.13
H -1.67 -1.90 -0.51
H -2.02 -0.47 -1.49
H -2.85 -0.72 0.04
*
```

Computed properties:
- orbital gap (eV) = 8.57
- structure (SMILES) = C[C@H]1CC1(C)C



# 4
The following is a quantum chemistry calculation of a single C6H12 molecule, from the Open Molecules 2025 dataset.

ORCA input file:
```
! wB97M-V def2-TZVPD RIJCOSX def2/J DEFGRID3
* xyz 0 1
C -0.87 1.68 0.74
C 0.02 -0.77 -0.70
C -1.06 -1.79 -0.35
C 0.80 -0.06 0.35
C 1.55 -0.80 -0.71
C 0.59 1.43 0.41
H -1.10 2.74 0.85
H -1.54 1.26 -0.03
H -1.13 1.15 1.67
H -0.33 -0.06 -1.45
H -1.04 -2.64 -1.04
H -0.98 -2.16 0.68
H -2.06 -1.33 -0.42
H 0.81 -0.57 1.32
H 2.20 -1.60 -0.38
H 2.00 -0.21 -1.52
H 0.88 1.85 -0.57
H 1.25 1.89 1.15
*
```

Computed properties:
- orbital gap (eV) = 11.02
- structure (SMILES) = CC[C@@H]1C[C@H]1C



# 5
The following is a quantum chemistry calculation of a single C6H12 molecule in a non-equilibrium geometry, from the Open Molecules 2025 dataset.

ORCA input file:
```
! wB97M-V def2-TZVPD RIJCOSX def2/J DEFGRID3
* xyz 0 1
C -0.43 -1.03 -1.65
C -1.52 -0.10 -1.24
C -0.24 0.63 -1.35
C 0.28 1.11 0.04
C 0.86 -0.10 0.77
C 0.73 -0.17 2.28
H 0.43 -1.53 -1.24
H 0.34 -0.98 0.38
H -0.75 -1.64 -2.51
H -2.01 -0.14 -0.27
H -2.19 0.07 -2.08
H 0.06 1.21 -2.21
H -0.58 1.53 0.61
H 0.99 1.96 -0.01
H 1.92 -0.18 0.49
H 1.33 0.58 2.79
H 1.08 -1.15 2.62
H -0.31 -0.05 2.57
*
```

Computed properties:
- orbital gap (eV) = 10.00
- structure (SMILES) = CCCC1CC1



# 6
The following is a quantum chemistry calculation of 2 unconnected molecules or ions with the total composition C6H12, from the Open Molecules 2025 dataset.

ORCA input file:
```
! wB97M-V def2-TZVPD RIJCOSX def2/J DEFGRID3
* xyz 0 1
C -1.49 -0.41 1.42
C 0.04 -0.36 1.31
C 0.58 0.99 0.91
C 1.71 1.18 0.24
C 0.44 -0.11 -2.27
C -0.60 -0.81 -1.84
H -1.98 0.25 0.70
H -1.83 -0.11 2.42
H -1.87 -1.42 1.24
H 0.41 -1.12 0.62
H 0.47 -0.60 2.29
H -0.01 1.86 1.21
H 2.08 2.17 -0.01
H 2.32 0.34 -0.10
H 0.42 0.98 -2.31
H 1.39 -0.58 -2.54
H -1.52 -0.33 -1.53
H -0.56 -1.90 -1.76
*
```

Computed properties:
- orbital gap (eV) = 10.56
- structure (SMILES) = C=CCC.C=C



# 7
The following is a quantum chemistry calculation of 3 unconnected molecules or ions with the total composition C6H12, from the Open Molecules 2025 dataset.

ORCA input file:
```
! wB97M-V def2-TZVPD RIJCOSX def2/J DEFGRID3
* xyz 0 1
C -2.17 -0.18 0.18
C -1.86 0.26 -1.03
C 0.97 0.59 -1.47
C 1.22 1.60 -0.39
C 1.86 0.26 -0.59
C 0.42 -0.82 2.02
H -2.36 -1.23 0.39
H -0.03 -0.43 1.10
H -2.23 0.50 1.02
H -1.67 1.31 -1.24
H -1.83 -0.41 -1.88
H 0.37 0.35 -2.32
H 0.47 1.72 0.40
H 1.78 2.52 -0.60
H 2.52 -0.47 -0.15
H 1.15 -0.10 2.41
H 0.90 -1.78 1.79
H -0.37 -0.98 2.76
*
```

Computed properties:
- orbital gap (eV) = 10.52
- structure (SMILES) = C1=CC1.C=C.C



# 8
The following is a quantum chemistry calculation of a single C6H12 molecule, from the Open Molecules 2025 dataset.

ORCA input file:
```
! wB97M-V def2-TZVPD RIJCOSX def2/J DEFGRID3
* xyz 0 1
C -0.60 1.14 1.22
C 0.11 0.18 0.27
C 1.58 0.04 0.65
C -0.60 -1.19 0.08
C -0.66 -0.95 -1.45
C -0.09 0.48 -1.24
H -0.14 2.14 1.18
H -1.66 1.25 0.95
H -0.55 0.79 2.25
H 2.09 1.01 0.60
H 2.10 -0.65 -0.02
H 1.69 -0.34 1.68
H -0.03 -2.06 0.40
H -1.59 -1.23 0.55
H -1.66 -1.00 -1.89
H 0.00 -1.60 -2.02
H -0.82 1.27 -1.43
H 0.82 0.72 -1.79
*
```

Computed properties:
- orbital gap (eV) = 11.39
- structure (SMILES) = CC1(C)CCC1



Energy above the lowest of the compared OMol25 structures with the same formula, charge and spin? In order: 8.5, 102.6, 306.5, 125.2, 283.0, 203.5, 415.9, 79.4 kJ/mol.
HOMO level? In order: -10.92, -9.88, -7.44, -9.73, -8.79, -9.30, -9.32, -10.37 eV.
Energy? In order: -235.81498, -235.77916, -235.70150, -235.77055, -235.71044, -235.74070, -235.65980, -235.78799 Eh.